1.
A cluster of 9 separate species, C42H58BBr18FO3 in total, computed with ωB97M-V/def2-TZVPD.

```
123
Properties=species:S:1:pos:R:3:mulliken_charge:R:1
C 5.9556 2.7626 -2.6914 -0.63
C 5.6092 2.3126 -4.1298 -0.44
B 4.4725 1.2233 -4.0967 0.61
O 4.7314 -0.0666 -4.4669 -0.66
C 2.9935 1.5073 -3.6160 0.26
C 2.0870 2.0098 -4.5433 -1.48
C 0.7550 2.2742 -4.2506 0.29
C -0.1716 2.7839 -5.3386 -1.45
C -0.9683 1.6238 -5.9290 0.93
C -0.4257 0.3398 -5.9913 -0.51
C -1.1567 -0.7279 -6.4978 -0.90
C -2.4573 -0.5588 -6.9550 -0.31
C -3.0000 0.7220 -6.9023 -1.17
C -2.2739 1.7986 -6.3989 1.51
C -2.9565 3.1467 -6.3611 -1.90
C 0.3294 2.0443 -2.9347 0.47
C 1.2235 1.5285 -1.9881 0.69
C 2.5597 1.2633 -2.3096 0.73
C 3.5045 0.7357 -1.2593 -2.00
C 0.6577 1.2861 -0.6279 0.09
O 1.0057 0.3972 0.1025 -0.57
C -0.3814 2.2722 -0.1899 0.98
C -0.4012 2.5754 1.2847 -0.90
C -1.1403 1.4339 2.0197 -0.45
F -0.2482 0.6077 2.6814 -0.26
C -1.2148 2.8057 -1.0851 0.56
C -2.2302 3.8166 -0.7294 -1.02
Br -1.4870 5.5309 -0.3045 -0.08
C -3.5490 3.6449 -0.7046 0.60
C -4.4833 4.7626 -0.3606 -1.37
Br -4.2827 1.9512 -1.1030 -0.14
C -1.0780 2.3339 -2.5050 -0.16
O -2.0207 2.1841 -3.2293 -0.48
H 5.0915 3.2472 -2.2376 0.26
H 6.7631 3.4904 -2.6930 -0.02
H 6.2531 1.9050 -2.0926 0.26
H 5.3398 3.1918 -4.7187 0.27
H 6.5319 1.9190 -4.5683 0.29
H 5.5169 -0.1097 -5.0227 0.32
H 2.4131 2.2114 -5.5592 0.46
H 0.4197 3.2594 -6.1197 0.51
H -0.8449 3.4783 -4.8508 0.57
H 0.5770 0.1264 -5.6485 0.39
H -0.7336 -1.7249 -6.5250 0.44
H -3.0272 -1.4087 -7.3258 0.30
H -4.0117 0.8473 -7.2682 0.45
H -3.6049 3.2509 -5.4924 0.27
H -2.2422 3.9641 -6.4105 0.37
H -3.6009 3.2444 -7.2348 0.54
H 4.4785 0.4727 -1.6620 0.35
H 3.6212 1.4879 -0.4777 0.28
H 3.0992 -0.1446 -0.7734 0.45
H -0.8862 3.5202 1.4926 0.37
H 0.6215 2.5383 1.6545 0.38
H -1.6752 0.8115 1.3045 0.26
H -1.8482 1.8237 2.7499 0.31
H -5.5231 4.4865 -0.5127 0.41
H -4.2844 5.6400 -0.9699 0.36
H -4.3516 5.0383 0.6849 0.32
Br -6.7687 -2.2125 -9.2639 -0.13
C -5.7539 -3.7240 -9.9490 -0.56
C -4.7419 -4.2114 -8.9474 -0.62
Br -3.2002 -3.0253 -8.8556 -0.11
H -5.3002 -3.4021 -10.8804 0.37
H -6.4907 -4.4979 -10.1523 0.34
H -4.3471 -5.1802 -9.2461 0.34
H -5.1436 -4.2798 -7.9419 0.39
Br 1.5604 -3.6147 2.0006 -0.14
C 0.9508 -2.2094 3.2055 -0.09
C 1.5692 -2.3434 4.5693 -0.62
Br 0.7406 -3.7867 5.5820 -0.09
H -0.1326 -2.2640 3.2259 -0.06
H 1.2523 -1.2765 2.7363 0.25
H 1.3957 -1.4417 5.1524 0.38
H 2.6332 -2.5543 4.5365 0.42
Br -0.4077 7.1441 3.0655 -0.14
C 1.1693 8.1241 2.4862 -0.58
C 0.8262 9.1902 1.4803 -0.56
Br 0.4840 8.4412 -0.2833 -0.14
H 1.8703 7.3922 2.0985 0.36
H 1.5756 8.5730 3.3899 0.35
H 1.6675 9.8662 1.3442 0.34
H -0.0548 9.7604 1.7555 0.36
Br -2.8377 -2.9837 2.9189 -0.17
C -2.2147 -4.7747 3.3721 -0.18
C -2.2189 -5.6872 2.1786 -0.35
Br -4.0172 -6.2781 1.7316 -0.13
H -2.8501 -5.1315 4.1763 0.42
H -1.2011 -4.6405 3.7434 -0.10
H -1.6653 -6.5969 2.3966 0.03
H -1.8100 -5.2205 1.2881 0.43
Br -0.1043 -7.1651 7.0856 -0.08
C 0.8164 -6.6003 8.7022 -0.62
C -0.1570 -6.1991 9.7768 -0.58
Br -0.9247 -4.4472 9.4204 -0.12
H 1.4869 -5.7952 8.4177 0.33
H 1.4004 -7.4616 9.0193 0.35
H 0.3500 -6.1030 10.7344 0.36
H -0.9858 -6.8925 9.8748 0.37
Br 7.3071 6.0682 -0.7598 -0.13
C 9.2205 6.3338 -0.9894 -0.58
C 9.6511 6.0716 -2.4074 -0.60
Br 9.7256 4.1666 -2.7951 -0.14
H 9.7162 5.6857 -0.2744 0.37
H 9.4012 7.3730 -0.7239 0.33
H 10.6621 6.4378 -2.5715 0.35
H 8.9832 6.5151 -3.1383 0.37
Br -1.5421 -9.2718 1.5233 -0.13
C -0.9080 -9.7917 3.2887 -0.56
C -2.0535 -10.0951 4.2162 -0.56
Br -2.9153 -8.4710 4.8544 -0.15
H -0.2758 -8.9863 3.6501 0.30
H -0.3027 -10.6808 3.1265 0.37
H -1.6953 -10.5983 5.1120 0.33
H -2.8250 -10.6972 3.7478 0.41
Br -5.4533 -2.4401 13.1019 -0.14
C -5.0765 -2.1047 11.2226 -0.58
C -3.6046 -1.9145 10.9751 -0.55
Br -3.0004 -0.1569 11.5519 -0.12
H -5.6658 -1.2412 10.9328 0.38
H -5.4380 -2.9851 10.6961 0.36
H -3.3901 -1.9561 9.9094 0.29
H -2.9917 -2.6435 11.4945 0.35
```

## Properties
SMILES string: CCB(O)c1cc(Cc2ccccc2C)c2c(c1C)C(=O)C(CCF)=C(/C(Br)=C(/C)Br)C2=O.BrCCBr.BrCCBr.BrCCBr.BrCCBr.BrCCBr.BrCCBr.BrCCBr.BrCCBr
E in hartree: -48317.94599

2.
A structure of composition C42H59BrCdNO4P, computed with ωB97M-V/def2-TZVPD.

```
109
Properties=species:S:1:pos:R:3:mulliken_charge:R:1
Cd -1.5057 -0.5603 -1.9495 2.51
C 3.0886 6.2340 -2.2898 -2.10
C 3.3229 4.7755 -2.6855 1.88
C 3.8184 4.7486 -4.1372 -1.79
C 4.4133 4.1907 -1.7759 -1.70
C 2.0547 3.9348 -2.5410 -0.31
C 2.0140 2.6400 -3.0445 -0.24
C 0.8818 1.8806 -2.8564 0.01
Br 0.9289 0.0764 -3.4940 -0.20
C -0.2889 2.3012 -2.1899 1.28
O -1.3382 1.5366 -2.0802 -1.79
C -0.2263 3.6085 -1.6431 -0.02
C 0.9281 4.3642 -1.8460 -0.32
C -1.3422 4.2658 -0.8074 2.26
C -2.5769 3.3978 -0.5363 -2.45
C -0.7647 4.6598 0.5619 -1.45
C -1.8226 5.5316 -1.5330 -1.86
H 3.9993 6.8095 -2.4666 0.46
H 2.8379 6.3346 -1.2323 0.35
H 2.2847 6.6836 -2.8761 0.41
H 4.6849 5.4039 -4.2505 0.47
H 3.0390 5.0878 -4.8217 0.39
H 4.1245 3.7481 -4.4451 0.32
H 5.3433 4.7574 -1.8719 0.54
H 4.6202 3.1500 -2.0348 0.27
H 4.0996 4.2212 -0.7298 0.31
H 2.8588 2.2092 -3.5656 0.43
H 0.9418 5.3604 -1.4247 0.17
H -2.3292 2.4934 0.0187 0.50
H -3.0773 3.0916 -1.4513 0.38
H -3.2755 3.9907 0.0616 0.53
H -0.3823 3.7780 1.0833 0.06
H -1.5466 5.1077 1.1802 0.49
H 0.0493 5.3815 0.4801 0.32
H -2.2313 5.2784 -2.5128 0.42
H -1.0172 6.2532 -1.6791 0.28
H -2.6092 6.0183 -0.9511 0.47
O -4.8150 -2.8335 -3.0585 -0.71
C -3.7312 -2.3225 -2.8330 0.39
O -3.4730 -1.0957 -2.6136 -0.75
C -2.5274 -3.2936 -2.8080 0.60
C -2.7731 -4.6602 -3.0878 -0.73
C -1.7409 -5.5417 -3.0432 -0.76
C -0.4399 -5.0847 -2.7197 1.38
C 0.6775 -5.9483 -2.6260 -0.86
C 1.9074 -5.4593 -2.2912 -0.69
C 2.0727 -4.0783 -2.0406 -0.71
C 1.0095 -3.2243 -2.1254 0.20
C -0.2735 -3.7127 -2.4636 -0.16
N -1.3304 -2.8430 -2.5128 -0.08
H -3.7889 -4.9428 -3.3188 0.55
H -1.8946 -6.5946 -3.2500 0.44
H 0.5354 -7.0041 -2.8223 0.41
H 2.7580 -6.1242 -2.2229 0.41
H 3.0508 -3.6929 -1.7814 0.47
H 1.1318 -2.1637 -1.9419 -0.28
O -1.4969 -0.9924 0.2588 -1.10
P -0.6103 -1.4238 1.4087 0.00
C -1.3176 -0.8339 2.9656 0.21
C -2.8210 -1.1924 3.0981 -0.52
C -3.7039 -0.0487 2.6055 -0.55
C -3.5410 1.1869 3.5026 -0.84
C -2.1153 1.2891 4.0655 -1.17
C -1.1109 0.6954 3.0838 0.28
C 1.0768 -0.7530 1.2301 0.86
C 1.9834 -0.8380 2.4899 -1.05
C 2.8964 0.3830 2.6200 -1.01
C 3.5649 0.7131 1.2894 -0.90
C 2.5221 1.0008 0.1859 -0.27
C 1.0988 0.6592 0.6229 0.28
C -0.3915 -3.2258 1.4200 1.18
C -1.6462 -4.0238 1.0139 -0.15
C -1.3730 -5.5057 1.2468 -0.86
C -1.2720 -5.7950 2.7545 -0.91
C -0.7558 -4.5752 3.5336 -0.75
C 0.2614 -3.7940 2.7067 -1.00
H -0.7623 -1.3283 3.7689 0.87
H -3.0378 -1.3906 4.1519 0.57
H -3.0623 -2.1066 2.5608 -0.03
H -4.7470 -0.3662 2.5842 0.64
H -3.4316 0.1822 1.5739 -0.12
H -4.2563 1.1473 4.3271 0.36
H -3.7763 2.0860 2.9296 0.32
H -2.0410 0.7533 5.0169 0.38
H -1.8628 2.3291 4.2780 0.47
H -0.0868 0.9093 3.3951 -0.09
H -1.2517 1.1702 2.1076 -0.37
H 1.4975 -1.4120 0.4576 0.85
H 2.6035 -1.7353 2.4236 0.39
H 1.3951 -0.9424 3.4033 0.37
H 3.6455 0.1891 3.3901 0.56
H 2.3197 1.2458 2.9657 0.28
H 4.1999 -0.1297 1.0002 0.38
H 4.2331 1.5669 1.4103 0.48
H 2.7551 0.4182 -0.7106 0.28
H 2.5546 2.0471 -0.1214 -0.08
H 0.4268 0.7266 -0.2310 -1.28
H 0.7374 1.3933 1.3458 -0.08
H 0.3169 -3.3545 0.5943 -0.26
H -1.8889 -3.8166 -0.0256 -0.39
H -2.5232 -3.7329 1.5927 0.30
H -0.4395 -5.7747 0.7403 0.29
H -2.1554 -6.1163 0.7933 0.50
H -0.6116 -6.6481 2.9256 0.34
H -2.2529 -6.0812 3.1399 0.34
H -0.3098 -4.8909 4.4780 0.55
H -1.5884 -3.9150 3.7949 0.13
H 1.0781 -4.4641 2.4244 0.53
H 0.7188 -3.0092 3.3102 0.41
```

## Properties
ΔE to the lowest compared entry with this formula, charge and spin in kJ/mol: 0.0

3.
A structure of composition C42H59Cl2F7N2O6SSeSr, computed with ωB97M-V/def2-TZVPD.

```
121
Properties=species:S:1:pos:R:3:mulliken_charge:R:1
Sr -1.6523 1.4416 -0.9280 0.62
C 2.3855 5.4635 0.0586 -1.68
C 1.3265 4.3642 -0.0102 0.10
N 0.6687 4.2022 -1.2945 1.39
C -0.0009 5.3802 -1.8198 -0.63
C -0.9842 6.0028 -0.8481 -1.14
C 1.5312 3.5641 -2.2958 -1.91
C 1.1037 2.1264 -2.6015 1.05
N -0.2446 2.1214 -3.1283 0.45
C -0.4291 1.9773 -4.4357 -0.17
C -1.6105 2.5335 -5.0117 0.07
F -2.4474 3.2313 -4.2212 -0.32
C -1.9221 2.4249 -6.3438 0.49
F -3.0568 3.0191 -6.7883 -0.35
C -1.1149 1.7686 -7.2629 -0.91
C 0.0327 1.2109 -6.7333 0.25
F 0.8600 0.5134 -7.5507 -0.36
C 0.3716 1.2965 -5.4016 0.14
F 1.4874 0.6217 -5.0175 -0.34
H 2.8993 5.4627 1.0225 0.51
H 1.9477 6.4560 -0.0732 0.37
H 3.1428 5.3372 -0.7174 0.30
H 0.5653 4.5382 0.7571 0.22
H 1.7493 3.3906 0.2438 -0.29
H -0.5246 5.0528 -2.7196 0.37
H 0.7209 6.1593 -2.1402 0.34
H -1.5078 6.8360 -1.3192 0.50
H -0.4802 6.3943 0.0401 0.33
H -1.7270 5.2744 -0.5316 -0.06
H 2.5763 3.5746 -1.9526 0.44
H 1.5130 4.1606 -3.2160 0.44
H 1.1431 1.5865 -1.6529 -1.56
H 1.8662 1.6573 -3.2308 0.61
H -1.3852 1.6774 -8.3019 0.47
C 5.1484 -3.0211 1.5087 -1.55
C 4.9553 -2.2067 0.2235 1.86
C 6.1678 -1.2858 0.0279 -1.76
C 4.9051 -3.1817 -0.9502 -2.05
C 3.6858 -1.3668 0.3213 -1.16
C 2.6170 -1.4783 -0.5579 0.69
C 1.4920 -0.6799 -0.4449 -0.91
Se 0.0351 -1.1218 -1.6182 0.42
C -0.9034 -2.2237 -0.3544 0.66
C -0.4265 -3.5031 -0.1789 -0.56
C -0.9531 -4.3666 0.7815 -0.83
C -2.0069 -3.8716 1.5327 -0.32
C -2.5450 -2.5923 1.3889 -0.39
C -1.9842 -1.7032 0.4287 0.07
O -2.4102 -0.4984 0.2593 -0.32
C -3.6992 -2.2260 2.3360 2.86
C -3.2098 -2.3152 3.7918 -1.73
C -4.2850 -0.8272 2.1469 -2.66
C -4.8607 -3.2173 2.1390 -1.87
C -0.3411 -5.7504 0.9721 2.42
C 1.1347 -5.6045 1.3694 -1.63
C -0.4276 -6.5487 -0.3352 -1.80
C -1.0492 -6.5516 2.0645 -2.24
C 1.3670 0.3499 0.5503 0.04
O 0.3845 1.1814 0.5437 0.85
C 2.4168 0.3709 1.5285 0.19
C 3.5231 -0.4499 1.3529 -0.08
C 2.3981 1.2005 2.8256 2.50
C 3.5655 2.1974 2.8342 -1.80
C 1.1089 1.9779 3.0838 -1.39
C 2.5612 0.2504 4.0284 -1.91
H 6.0458 -3.6439 1.4410 0.48
H 4.2902 -3.6704 1.6872 0.16
H 5.2557 -2.3728 2.3787 0.30
H 7.0952 -1.8641 -0.0288 0.47
H 6.2586 -0.5791 0.8533 0.28
H 6.0636 -0.7077 -0.8910 0.34
H 5.8309 -3.7622 -0.9884 0.44
H 4.7968 -2.6595 -1.9014 0.37
H 4.0741 -3.8826 -0.8613 0.25
H 2.6313 -2.2097 -1.3558 0.57
H 0.4040 -3.8317 -0.7948 0.33
H -2.4402 -4.5151 2.2866 0.17
H -2.3787 -1.6275 3.9577 0.26
H -2.8674 -3.3176 4.0514 0.30
H -4.0162 -2.0452 4.4806 0.47
H -3.5480 -0.0380 2.2709 0.28
H -5.0762 -0.6971 2.8938 0.58
H -4.7148 -0.6947 1.1565 0.40
H -4.5643 -4.2461 2.3455 0.29
H -5.2278 -3.1757 1.1122 0.39
H -5.6898 -2.9660 2.8072 0.49
H 1.6997 -5.0662 0.6083 0.21
H 1.6005 -6.5856 1.5059 0.49
H 1.2307 -5.0417 2.2990 0.34
H 0.1003 -6.0453 -1.1445 0.30
H -1.4663 -6.6684 -0.6471 0.37
H 0.0147 -7.5421 -0.2105 0.46
H -0.9930 -6.0534 3.0337 0.36
H -0.5776 -7.5326 2.1632 0.45
H -2.1039 -6.7081 1.8307 0.42
H 4.3173 -0.3726 2.0886 0.13
H 3.4901 2.9027 2.0054 0.17
H 4.5282 1.6913 2.7464 0.26
H 3.5655 2.7702 3.7671 0.51
H 0.8648 2.6763 2.2933 -0.15
H 1.2180 2.5251 4.0271 0.52
H 0.2533 1.3069 3.1792 0.24
H 3.5150 -0.2775 4.0233 0.31
H 1.7686 -0.4988 4.0334 0.36
H 2.4989 0.8199 4.9607 0.49
O -3.1968 -1.7846 -2.8326 -0.78
H -3.3831 -0.8403 -2.7534 0.40
H -3.0431 -2.0523 -1.9165 0.36
Cl -4.2935 4.3849 3.1488 -0.23
C -3.1055 4.2950 1.8216 0.02
Cl -1.9870 2.9512 2.0165 0.08
H -2.5365 5.2174 1.8330 0.33
H -3.6476 4.1558 0.8941 -0.23
F -5.0054 1.7843 0.5182 -0.17
C -5.5910 2.0448 -0.6539 0.57
F -6.2473 0.9534 -1.0489 -0.24
F -6.4951 3.0156 -0.4521 -0.26
S -4.3194 2.5326 -1.9036 1.04
O -4.9922 3.2681 -2.9240 -0.64
O -3.3407 3.2736 -1.1075 -0.78
O -3.7312 1.2489 -2.2774 -0.68
```

## Properties
Charge: -2
ΔE to the lowest compared entry with this formula, charge and spin in kJ/mol: 87.4

4.
A cluster of 9 separate species, C42H60BIN8O4P in total, computed with ωB97M-V/def2-TZVPD.

```
117
Properties=species:S:1:pos:R:3:mulliken_charge:R:1
C 1.1846 -1.6996 -0.4383 -0.70
C 2.5048 -0.7876 -0.6111 0.53
O 3.6201 -1.2203 -0.2157 -0.66
O 2.3992 0.5052 -1.1805 -0.18
C 1.9709 0.4253 -2.5738 -0.47
C 0.8797 1.5487 -2.8797 -0.78
C -0.3225 1.5928 -1.7959 0.19
C -1.3982 0.3798 -2.0200 -0.30
B -2.8872 0.9671 -2.3411 0.20
I -2.7559 1.9206 -4.3666 -0.19
C -4.0841 -0.1506 -2.4465 -0.60
C -3.3820 -1.6739 -2.8142 0.22
C -4.5043 -2.9177 -2.9737 -0.68
O -3.5029 -2.7208 -1.7327 -0.39
P -3.4902 2.2702 -1.0082 0.08
C -5.3384 2.5055 -1.4098 -0.78
O -3.2812 1.5101 0.5432 -0.45
H 0.7297 -1.9196 -1.4682 0.32
H 0.4402 -1.0627 0.1412 0.11
H 1.5134 -2.6486 0.0909 0.35
H 1.5547 -0.5905 -2.8760 0.37
H 2.8884 0.6309 -3.2450 0.28
H 0.4764 1.5389 -3.9550 0.24
H 1.4231 2.5650 -2.7725 0.28
H -0.8042 2.6244 -1.9243 0.38
H 0.1041 1.5343 -0.7394 -0.35
H -1.4477 -0.2327 -1.0553 -0.09
H -0.9385 -0.2478 -2.8673 -0.05
H -4.7979 0.0394 -3.3135 0.24
H -4.6367 -0.3106 -1.4511 0.12
H -2.4385 -1.6898 -3.5452 0.17
H -4.1412 -3.9843 -3.1173 0.38
H -5.4637 -2.5851 -2.4656 0.11
H -5.9269 1.6199 -0.9970 0.20
H -5.6424 3.5170 -0.9887 0.33
H -5.4212 2.4945 -2.5523 0.21
H -3.9780 0.8379 0.7122 0.26
N 4.0885 -0.6549 4.8082 -0.01
C 4.3193 -0.3428 3.4933 -0.96
C 4.2135 -1.4984 2.7578 -0.52
C 3.9016 -2.5459 3.6611 -0.19
C 3.8279 -1.9948 4.9184 -0.59
H 4.1064 -0.0009 5.5731 0.18
H 4.5394 0.6713 3.1960 0.49
H 4.3441 -1.5807 1.6877 0.75
H 3.7470 -3.5872 3.4182 0.46
H 3.6142 -2.4395 5.8788 0.41
N 0.3905 4.7690 2.4178 0.08
C 0.4529 3.6142 1.6840 -0.86
C 1.7503 3.4491 1.2634 0.21
C 2.4997 4.5423 1.7680 -1.27
C 1.6339 5.3386 2.4791 -0.39
H -0.4410 5.1405 2.8468 0.19
H -0.4291 3.0119 1.5236 0.48
H 2.1192 2.6314 0.6610 0.62
H 3.5553 4.7258 1.6277 0.56
H 1.7952 6.2587 3.0204 0.39
N -4.2091 -3.3503 1.1729 0.11
C -3.8050 -2.5916 2.2363 -0.80
C -4.8317 -2.5586 3.1503 -0.48
C -5.8921 -3.3316 2.6192 -0.65
C -5.4771 -3.8096 1.3990 -0.99
H -3.6570 -3.5415 0.3486 0.22
H -2.8246 -2.1394 2.2515 0.75
H -4.8191 -2.0367 4.0958 0.43
H -6.8521 -3.5186 3.0777 0.43
H -5.9751 -4.4350 0.6739 0.96
N -0.8942 -4.3071 4.4394 0.09
C 0.4239 -3.9760 4.2714 -0.53
C 1.1732 -4.7980 5.0782 -0.12
C 0.2738 -5.6605 5.7534 -0.93
C -0.9945 -5.3362 5.3371 -0.34
H -1.6699 -3.8632 3.9741 0.23
H 0.7141 -3.1857 3.5957 0.48
H 2.2491 -4.7811 5.1710 0.40
H 0.5263 -6.4333 6.4644 0.37
H -1.9568 -5.7469 5.6023 0.37
N -8.0825 -3.8865 -1.1156 0.16
C -9.3972 -3.6136 -0.8494 -0.50
C -10.1555 -4.1568 -1.8576 -0.48
C -9.2653 -4.7858 -2.7628 -0.57
C -7.9932 -4.6051 -2.2775 -0.32
H -7.3019 -3.6030 -0.5449 0.25
H -9.6788 -3.0567 0.0312 0.38
H -11.2317 -4.1079 -1.9343 0.38
H -9.5261 -5.3129 -3.6687 0.39
H -7.0348 -4.9237 -2.6584 0.36
N 3.6375 6.1488 -0.7779 0.18
C 4.9495 5.7732 -0.8821 -0.20
C 5.4805 6.3875 -1.9911 -0.70
C 4.4511 7.1672 -2.5736 -0.56
C 3.3265 7.0019 -1.8017 -0.67
H 2.9985 5.8443 -0.0567 0.19
H 5.3912 5.1019 -0.1614 0.33
H 6.4969 6.2875 -2.3423 0.39
H 4.5243 7.7819 -3.4587 0.57
H 2.3341 7.4166 -1.8935 0.46
N 7.6072 -3.3234 3.9712 0.05
C 8.1588 -4.3462 4.6949 -0.51
C 8.9904 -5.0548 3.8624 -0.39
C 8.9428 -4.4327 2.5905 -0.50
C 8.0833 -3.3657 2.6890 -0.37
H 6.9522 -2.6444 4.3270 0.20
H 7.9114 -4.4822 5.7368 0.36
H 9.5694 -5.9236 4.1387 0.38
H 9.4782 -4.7318 1.7016 0.38
H 7.7693 -2.6357 1.9585 0.39
N 2.4570 6.4762 -7.0242 0.00
C 1.1253 6.4750 -7.3479 -0.44
C 0.4098 6.2795 -6.1921 -0.73
C 1.3424 6.1640 -5.1319 -0.12
C 2.5968 6.2920 -5.6737 -0.57
H 3.2142 6.5944 -7.6764 0.18
H 0.8038 6.6111 -8.3693 0.37
H -0.6662 6.2261 -6.1172 0.40
H 1.1199 6.0050 -4.0871 0.47
H 3.5742 6.2665 -5.2165 0.45
```

## Properties
E in hartree: -3039.19798
Charge: -1

Number 1: strongest force on any atom 1.3 eV/Å. Number 2: strongest force on any atom 0.4 eV/Å. Number 3: strongest force on any atom 1.7 eV/Å. Number 4: strongest force on any atom 5.4 eV/Å.